DFT (ωB97M-V with the def2-TZVPD basis set) results for the molecule C6H10N2.

Last column: natural (NBO) charge in e.
Cartesian coordinates (Å):
C (2.07548, 0.51239, 0.23629)  -0.633
C (0.71306, -0.14242, 0.03954)  0.090
C (-0.73988, -0.92761, -0.86776)  -0.125
C (-1.17222, -1.42988, 0.48644)  -0.212
C (-0.17870, -0.95625, 1.17184)  -0.220
C (-0.63679, 0.63368, -0.55887)  -0.032
H (2.46152, 1.23063, -0.47957)  0.222
H (2.75073, -0.15366, 0.52833)  0.221
H (2.09362, 1.13742, 1.20545)  0.212
H (0.90289, -0.73623, -1.74701)  0.333
H (-1.28333, -1.44116, -1.65567)  0.191
H (-2.18597, -1.72880, 0.84587)  0.230
H (-0.16148, -0.92870, 2.32619)  0.214
H (-0.34959, 1.08265, -1.54847)  0.175
H (-1.65045, 1.16153, 1.13987)  0.387
H (-1.60751, 2.51359, -0.23768)  0.394
N (0.61130, -1.22309, -0.91808)  -0.585
N (-1.64266, 1.39593, 0.03328)  -0.861

Properties
E_HOMO (eV): -8.73
Kohn-Sham gap (eV): 9.6
Energy above the lowest of the compared OMol25 structures with the same formula, charge and spin (kJ/mol): 476.4